# C27H42F3NO6

A cluster of 3 separate species, C27H42F3NO6 in total in a non-equilibrium geometry (wB97M-V/def2-TZVPD, OMol25).

## Properties
* gap between HOMO and LUMO: 10.00 eV
* total energy: -1859.66405 hartree
* molecular weight: 533.6 g mol⁻¹
* ΔE to the lowest compared entry with this formula, charge and spin: 154.56 kJ/mol
* SMILES string: O=NOC[C@]1(OC(=O)c2ccccc2)OC(=O)C[C@@H]1CCC(F)(F)F.CCCCCC.CCCCCC
* HOMO energy: -0.36468 Ha

Geometry (Å):
O -2.78 0.23 2.53
N -1.64 0.40 2.31
O -1.28 1.53 3.03
C 0.11 1.53 3.37
C 0.27 2.10 4.83
O -0.05 1.29 5.96
C -0.31 -0.05 5.63
O -1.36 -0.44 5.24
C 0.89 -1.05 5.87
C 0.88 -1.82 7.11
C 1.96 -2.76 7.44
C 3.08 -2.92 6.53
C 3.06 -2.15 5.28
C 1.98 -1.23 4.94
O -0.80 3.10 4.87
C -0.42 4.43 4.75
O -1.12 5.38 4.91
C 1.11 4.38 4.36
C 1.52 3.06 5.09
C 2.97 2.48 4.83
C 3.44 1.55 6.01
C 4.62 2.16 6.86
F 5.56 2.74 6.04
F 5.27 1.07 7.43
F 4.21 2.98 7.86
H 0.60 2.29 2.69
H 0.64 0.57 3.17
H 0.03 -1.69 7.81
H 1.88 -3.32 8.40
H 3.93 -3.59 6.75
H 3.91 -2.26 4.57
H 2.05 -0.67 3.98
H 1.52 5.34 4.74
H 1.24 4.43 3.25
H 1.48 3.21 6.21
H 2.87 1.81 3.92
H 3.71 3.26 4.54
H 3.87 0.62 5.54
H 2.57 1.30 6.68
C 0.25 -1.85 -4.24
C 0.48 -0.40 -3.82
C 1.56 -0.24 -2.75
C 1.26 -0.92 -1.42
C -0.04 -0.49 -0.74
C -0.06 0.98 -0.36
H -0.11 -2.45 -3.41
H -0.49 -1.89 -5.04
H 1.18 -2.29 -4.61
H -0.46 0.04 -3.49
H 0.78 0.17 -4.71
H 1.73 0.83 -2.58
H 2.50 -0.63 -3.14
H 2.10 -0.73 -0.74
H 1.24 -2.01 -1.56
H -0.16 -1.09 0.18
H -0.90 -0.73 -1.37
H 0.77 1.23 0.31
H -0.99 1.22 0.16
H -0.01 1.63 -1.24
C -3.13 0.06 -6.20
C -2.71 -0.23 -7.63
C -3.88 -0.47 -8.58
C -4.75 -1.69 -8.24
C -4.00 -3.02 -8.18
C -3.37 -3.43 -9.51
H -3.65 -0.80 -5.75
H -2.26 0.27 -5.58
H -3.80 0.92 -6.15
H -2.02 -1.08 -7.65
H -2.14 0.63 -8.00
H -3.49 -0.57 -9.60
H -4.52 0.42 -8.59
H -5.54 -1.76 -8.99
H -5.25 -1.52 -7.29
H -4.72 -3.80 -7.89
H -3.24 -3.00 -7.40
H -4.13 -3.49 -10.30
H -2.90 -4.41 -9.42
H -2.60 -2.72 -9.82

Mulliken atomic charge list, values in e, 6 entries: number 1, O, carries -0.426; number 2, N, carries 0.219; number 3, O, carries -0.143; number 4, C, carries -0.794; number 5, C, carries 1.004; number 6, O, carries -0.346

---

# C3H5N3S2

The molecule C3H5N3S2 in a non-equilibrium geometry (wB97M-V/def2-TZVPD, OMol25).

## Properties
* gap between HOMO and LUMO: 9.26 eV
* total energy: -1077.82838 hartree
* molecular weight: 147.2 g mol⁻¹
* ΔE to the lowest compared entry with this formula, charge and spin: 337.88 kJ/mol
* SMILES string: [H]/N=C1\NSC(C)=NS1
* HOMO energy: -0.32976 Ha

Geometry (Å):
H 3.13 1.14 0.28
N 2.82 0.01 0.40
C 1.54 0.21 0.12
N 0.80 1.43 0.28
S -0.75 1.38 -0.44
C -1.43 -0.34 -0.12
C -2.89 -0.37 0.49
N -0.79 -1.41 -0.06
S 0.93 -1.29 -0.26
H 0.65 1.73 1.21
H -2.89 -1.47 0.69
H -4.01 -0.01 -0.08
H -2.95 0.11 1.62

Mulliken atomic charge list, values in e, 6 entries: number 1, H, carries 0.294; number 2, N, carries -0.621; number 3, C, carries 0.500; number 4, N, carries -0.367; number 5, S, carries -0.085; number 6, C, carries 0.532

---

# C30H76ClN4O12

A cluster of 9 separate species, C30H76ClN4O12 in total in a non-equilibrium geometry (wB97M-V/def2-TZVPD, OMol25).

## Properties
* gap between HOMO and LUMO: 8.15 eV
* total charge: -1
* total energy: -2770.15337 hartree
* molecular weight: 720.4 g mol⁻¹
* HOMO energy: -0.22299 Ha

Geometry (Å):
Cl 15.54 3.71 -13.17
O 15.50 3.95 -11.76
O 14.32 3.12 -13.55
O 15.80 4.88 -13.96
O 16.58 2.79 -13.49
C 16.18 -0.22 -8.56
O 16.74 0.34 -9.74
H 16.76 -1.12 -8.33
H 16.38 0.49 -7.77
H 15.09 -0.25 -8.56
H 16.11 1.01 -9.99
C 16.44 10.28 -14.39
O 16.77 9.13 -13.60
H 16.55 11.23 -13.86
H 17.05 10.15 -15.28
H 15.44 10.22 -14.82
H 16.25 8.40 -13.92
C 11.81 5.84 -17.57
O 13.21 6.16 -17.46
H 11.46 5.12 -16.83
H 11.32 6.78 -17.36
H 11.48 5.45 -18.53
H 13.61 5.42 -17.00
C 21.20 6.37 -13.19
O 20.57 5.09 -12.97
H 21.45 6.79 -12.22
H 22.06 6.36 -13.87
H 20.45 7.02 -13.67
H 19.64 5.30 -12.93
C 19.13 4.53 -7.78
C 20.07 4.41 -8.98
C 21.52 4.80 -8.51
O 22.48 3.99 -9.27
C 23.77 4.57 -9.06
N 19.94 3.01 -9.46
H 19.15 3.76 -7.01
H 18.14 4.68 -8.22
H 19.34 5.44 -7.22
H 19.75 5.18 -9.67
H 21.87 4.56 -7.50
H 21.61 5.85 -8.76
H 24.41 3.79 -9.49
H 23.99 4.52 -8.00
H 24.03 5.53 -9.51
H 18.97 3.13 -9.69
H 19.87 2.37 -8.68
C 18.58 -1.51 -14.22
C 20.01 -0.95 -14.20
C 20.16 0.10 -15.29
O 20.89 1.32 -14.90
C 20.74 2.31 -15.98
N 20.08 -0.41 -12.85
H 18.32 -2.26 -13.46
H 18.43 -2.05 -15.16
H 17.82 -0.73 -14.14
H 20.75 -1.74 -14.33
H 19.17 0.44 -15.57
H 20.70 -0.44 -16.07
H 19.70 2.63 -16.08
H 21.08 1.91 -16.93
H 21.33 3.20 -15.77
H 19.12 -0.46 -12.53
H 20.42 -1.25 -12.40
C 12.00 -3.78 -17.27
C 12.52 -3.24 -15.93
C 12.94 -1.76 -16.07
C 11.70 -0.82 -16.15
C 10.88 -0.99 -14.86
C 10.40 -2.42 -14.56
N 11.51 -3.37 -14.78
O 11.21 -4.65 -14.41
C 9.92 -2.40 -13.07
C 9.31 -2.73 -15.60
C 13.79 -3.96 -15.55
H 10.95 -3.50 -17.33
H 11.94 -4.86 -17.36
H 12.46 -3.23 -18.09
H 13.69 -1.36 -15.39
H 13.43 -1.64 -17.03
H 11.11 -0.98 -17.05
H 12.06 0.20 -16.00
H 10.02 -0.35 -15.04
H 11.49 -0.69 -14.01
H 9.63 -3.38 -12.68
H 10.72 -2.00 -12.45
H 9.02 -1.79 -13.02
H 8.31 -2.38 -15.35
H 9.35 -2.21 -16.56
H 9.15 -3.78 -15.85
H 14.34 -3.27 -14.91
H 14.56 -4.27 -16.26
H 13.58 -4.83 -14.92
H 11.98 -4.65 -13.84
C 6.92 5.52 -7.59
C 6.28 5.43 -9.11
C 6.48 6.78 -9.88
C 7.95 7.06 -10.32
C 8.49 5.91 -11.19
C 8.36 4.56 -10.44
N 6.92 4.41 -9.95
O 6.82 3.14 -9.37
C 8.75 3.48 -11.41
C 9.48 4.53 -9.26
C 4.68 5.04 -8.84
H 7.18 4.57 -7.14
H 6.31 6.05 -6.85
H 7.83 6.12 -7.63
H 5.79 6.77 -10.73
H 6.14 7.71 -9.42
H 8.62 7.18 -9.47
H 8.00 7.98 -10.89
H 9.54 6.12 -11.36
H 7.93 5.84 -12.13
H 9.46 3.82 -12.17
H 9.35 2.70 -10.93
H 7.90 3.01 -11.90
H 9.34 3.68 -8.59
H 10.45 4.51 -9.75
H 9.58 5.37 -8.57
H 4.61 4.16 -8.20
H 4.08 4.65 -9.66
H 4.17 5.89 -8.39
H 6.40 2.63 -10.07

Mulliken atomic charge list, values in e, 6 entries: number 1, Cl, carries 1.554; number 2, O, carries -0.665; number 3, O, carries -0.638; number 4, O, carries -0.659; number 5, O, carries -0.587; number 6, C, carries -0.597

---

# C5H6O2

The molecule C5H6O2 in a non-equilibrium geometry (wB97M-V/def2-TZVPD, OMol25).

## Properties
* gap between HOMO and LUMO: 9.02 eV
* total energy: -344.38104 hartree
* molecular weight: 98.1 g mol⁻¹
* ΔE to the lowest compared entry with this formula, charge and spin: 579.91 kJ/mol
* HOMO energy: -0.34873 Ha

Geometry (Å):
O 2.09 -1.48 -0.69
C 1.61 -0.39 -0.51
C 0.20 -0.09 -0.11
C -0.86 -0.51 1.09
C -0.92 -1.08 -0.20
C -0.13 1.36 -0.05
O -1.43 1.31 0.42
H 2.22 0.54 -0.71
H -1.05 -0.19 2.06
H 0.59 1.68 0.73
H -1.86 -0.64 -0.50
H -0.66 -2.09 -0.48
H 0.15 1.96 -0.93

Mulliken atomic charge list, values in e, 6 entries: number 1, O, carries -0.477; number 2, C, carries -0.230; number 3, C, carries 0.552; number 4, C, carries -0.295; number 5, C, carries -0.480; number 6, C, carries -0.546

---

# C6H17IInNO2PS

A structure of composition C6H17IInNO2PS (wB97M-V/def2-TZVPD, OMol25).

## Properties
* gap between HOMO and LUMO: 7.29 eV
* total charge: -1
* total energy: -1671.59764 hartree
* molecular weight: 440.0 g mol⁻¹
* HOMO energy: -0.16526 Ha

Geometry (Å):
C -1.57 1.99 0.90
C -2.11 0.66 0.38
C -1.84 0.49 -1.12
C -1.63 -0.55 1.21
C -2.19 -0.52 2.63
C -0.10 -0.71 1.30
O 0.48 -1.04 0.08
In 2.29 -0.31 -0.46
S 3.62 -0.27 1.62
I 2.06 2.37 -1.24
P 3.35 -1.60 -2.38
N 3.28 -0.35 -3.56
O 2.06 -2.56 -2.91
H -1.84 2.16 1.95
H -0.48 2.04 0.81
H -1.97 2.82 0.32
H -3.20 0.68 0.53
H -1.41 1.39 -1.56
H -1.13 -0.32 -1.31
H -2.76 0.27 -1.67
H -2.00 -1.45 0.71
H -1.66 0.20 3.26
H -2.10 -1.49 3.12
H -3.25 -0.24 2.64
H 0.31 0.22 1.73
H 0.10 -1.49 2.05
H 4.20 0.90 1.33
H 3.14 0.59 -3.23
H 4.03 -0.39 -4.23
H 2.35 -3.47 -2.88

Mulliken atomic charge list, values in e, 6 entries: number 1, C, carries -1.522; number 2, C, carries 0.630; number 3, C, carries -1.241; number 4, C, carries 0.523; number 5, C, carries -1.794; number 6, C, carries -0.813

---

# C20H17CaN4O3

A structure of composition C20H17CaN4O3 (wB97M-V/def2-TZVPD, OMol25).

## Properties
* gap between HOMO and LUMO: 7.88 eV
* total charge: +1
* total energy: -1894.65414 hartree
* molecular weight: 401.5 g mol⁻¹
* HOMO energy: -0.40697 Ha

Geometry (Å):
Ca -1.58 -0.36 0.06
O 0.70 -0.09 -0.11
C 1.19 1.30 -0.08
C -0.03 2.27 -0.16
O 0.23 3.44 -0.32
O -1.20 1.75 -0.03
C 1.90 1.56 1.24
C 1.83 0.66 2.31
C 2.48 0.95 3.50
C 3.19 2.12 3.65
C 3.25 3.02 2.59
C 2.61 2.74 1.40
C 2.11 1.43 -1.29
C 3.41 0.96 -1.20
C 4.23 0.94 -2.32
C 3.75 1.40 -3.53
C 2.45 1.88 -3.62
C 1.63 1.89 -2.51
H 1.48 -0.65 -0.18
H 1.28 -0.27 2.21
H 2.42 0.24 4.32
H 3.69 2.34 4.58
H 3.80 3.95 2.70
H 2.65 3.45 0.58
H 3.81 0.62 -0.24
H 5.25 0.58 -2.24
H 4.39 1.40 -4.41
H 2.08 2.26 -4.57
H 0.63 2.29 -2.58
N -5.66 -2.24 -0.04
C -6.24 -0.99 -0.06
C -5.20 -0.11 -0.04
N -4.02 -0.79 0.00
C -4.32 -2.08 0.00
C -3.31 -3.12 0.04
N -2.02 -2.87 0.06
C -1.38 -4.08 0.09
C -2.31 -5.08 0.08
N -3.53 -4.46 0.05
H -6.18 -3.11 -0.05
H -7.30 -0.85 -0.10
H -5.24 0.97 -0.05
H -0.31 -4.17 0.12
H -2.21 -6.15 0.10
H -4.42 -4.93 0.04

Mulliken atomic charge list, values in e, 6 entries: number 1, Ca, carries 1.928; number 2, O, carries -0.643; number 3, C, carries 2.118; number 4, C, carries 0.318; number 5, O, carries -0.607; number 6, O, carries -0.984

---

# C11H24N4O3OsP2S5

A structure of composition C11H24N4O3OsP2S5 (wB97M-V/def2-TZVPD, OMol25).

## Properties
* gap between HOMO and LUMO (spin up / spin down): 5.14 / 5.09 eV
* total charge: +2
* total energy: -3642.19517 hartree
* molecular weight: 672.9 g mol⁻¹
* HOMO energy (spin up / spin down): -0.50043 / -0.49933 Ha

Geometry (Å):
Os 1.89 1.08 0.44
C -1.87 2.79 -1.81
N -1.69 1.79 -0.74
C -2.61 1.93 0.39
P -0.67 0.59 -1.04
O 0.80 0.97 -1.26
O -0.63 -0.18 0.40
P 0.26 -1.46 0.89
O 1.70 -0.95 0.76
N 0.05 -2.74 -0.06
C 1.16 -3.43 -0.74
C -1.24 -3.42 -0.13
N -0.36 -1.72 2.35
C -0.16 -3.02 3.01
C -0.67 -0.63 3.29
N -1.14 -0.31 -2.28
C -0.21 -1.06 -3.14
C -2.55 -0.46 -2.65
H -2.86 2.69 -2.26
H -1.11 2.66 -2.58
H -1.76 3.79 -1.38
H -3.64 1.88 0.03
H -2.45 2.89 0.88
H -2.46 1.13 1.11
H 2.07 -2.84 -0.68
H 0.90 -3.57 -1.79
H 1.33 -4.40 -0.29
H -2.00 -2.86 0.42
H -1.17 -4.42 0.30
H -1.55 -3.51 -1.17
H 0.12 -3.79 2.29
H -1.09 -3.32 3.49
H 0.62 -2.95 3.77
H -0.83 0.30 2.76
H 0.15 -0.50 4.00
H -1.58 -0.89 3.83
H 0.81 -0.95 -2.78
H -0.27 -0.68 -4.16
H -0.48 -2.11 -3.14
H -3.19 0.12 -1.98
H -2.84 -1.51 -2.59
H -2.70 -0.11 -3.67
S 6.23 6.63 1.72
C 5.23 5.43 1.37
S 3.49 5.59 1.22
C 3.17 3.94 0.85
C 4.28 3.09 0.76
S 4.07 1.44 0.34
S 5.80 3.78 1.06
S 1.65 3.28 0.59

Mulliken atomic charge list, values in e, 6 entries: number 1, Os, carries 1.186; number 2, C, carries -1.126; number 3, N, carries 0.559; number 4, C, carries -0.824; number 5, P, carries 0.393; number 6, O, carries -0.946

---

# C23H27N3O4S

The molecule C23H27N3O4S in a non-equilibrium geometry (wB97M-V/def2-TZVPD, OMol25).

## Properties
* gap between HOMO and LUMO: 7.65 eV
* total energy: -1755.98201 hartree
* molecular weight: 441.6 g mol⁻¹
* ΔE to the lowest compared entry with this formula, charge and spin: 417.93 kJ/mol
* SMILES string: CCc1ccc(-c2cc(C)no2)cc1S(=O)(=O)N1CCN(c2ccccc2OC)CC1
* HOMO energy: -0.27419 Ha

Geometry (Å):
C -3.85 0.41 -3.17
C -3.31 1.38 -2.11
C -1.83 1.54 -2.25
C -1.31 2.52 -3.09
C 0.05 2.66 -3.27
C 0.95 1.83 -2.60
C 2.38 1.98 -2.79
C 3.45 1.30 -2.27
C 4.57 1.94 -2.85
C 6.01 1.61 -2.64
N 4.19 2.91 -3.63
O 2.84 2.95 -3.61
C 0.43 0.85 -1.76
C -0.93 0.71 -1.59
S -1.45 -0.58 -0.46
O -2.41 -1.45 -1.08
O -0.26 -1.19 0.07
N -2.29 0.32 0.70
C -1.43 1.22 1.46
C -1.35 0.77 2.93
N -1.24 -0.65 3.05
C 0.01 -1.26 3.06
C 1.18 -0.58 2.73
C 2.42 -1.20 2.79
C 2.52 -2.52 3.18
C 1.37 -3.21 3.53
C 0.13 -2.60 3.50
O -1.03 -3.22 3.91
C -0.96 -4.56 4.32
C -2.38 -1.37 2.49
C -3.17 -0.49 1.52
H -4.93 0.36 -3.11
H -3.56 0.73 -4.16
H -3.44 -0.59 -2.98
H -3.55 0.99 -1.12
H -3.80 2.35 -2.23
H -1.99 3.17 -3.62
H 0.44 3.43 -3.93
H 3.45 0.47 -1.59
H 6.20 0.58 -2.95
H 6.62 2.29 -3.23
H 6.27 1.71 -1.59
H 1.08 0.17 -1.22
H -0.45 1.20 0.99
H -1.84 2.24 1.38
H -2.27 1.08 3.45
H -0.51 1.26 3.43
H 1.14 0.44 2.40
H 3.31 -0.64 2.52
H 3.48 -3.01 3.21
H 1.46 -4.24 3.85
H -1.99 -4.83 4.58
H -0.60 -5.21 3.52
H -0.33 -4.68 5.21
H -3.04 -1.72 3.29
H -2.01 -2.24 1.94
H -3.74 -1.11 0.83
H -3.85 0.19 2.04

Mulliken atomic charge list, values in e, 6 entries: number 1, C, carries -1.198; number 2, C, carries -0.799; number 3, C, carries 0.633; number 4, C, carries -0.647; number 5, C, carries -1.108; number 6, C, carries 0.306